Molecular formula: C3H9N3S
Method: DFT, ωB97M-V/def2-TZVPD

Last column: natural (NBO) charge in e.
Geometry (Å):
C 0.960 -0.728 1.352  -0.656
C 1.207 -0.826 -0.186  -0.305
C -0.694 0.443 -0.971  0.188
H 2.044 -1.144 2.144  0.236
H -0.197 -1.565 1.595  0.263
H 0.587 0.694 1.771  0.208
H 2.384 -0.756 -0.295  0.222
H 0.926 -1.840 -0.789  0.239
H 1.569 1.969 0.345  0.108
H -0.819 1.023 -1.999  0.194
H -3.081 0.049 0.640  0.360
H -2.689 0.989 -0.988  0.323
N 0.585 0.286 -0.871  -0.562
N -1.396 -0.331 -0.265  -0.335
N -2.839 -0.058 -0.478  -0.651
S 1.456 1.794 -1.007  0.169

Kohn-Sham gap (eV): 8.873
Energy above the lowest of the compared OMol25 structures with the same formula, charge and spin (kJ/mol): 792.8
Highest occupied orbital energy (eV): -8.3491

Molecular formula: C3H9N3S
Method: DFT, ωB97M-V/def2-TZVPD

Last column: natural (NBO) charge in e.
Geometry (Å):
C 0.338 -1.655 -1.712  -0.442
N 0.684 -1.476 -0.309  -0.499
C 0.622 -0.315 0.211  0.551
N 1.203 -0.091 1.470  -0.629
C 0.365 0.462 2.524  -0.412
N 0.124 0.861 -0.366  -0.802
S -1.452 0.970 -0.990  0.202
H 0.512 -0.749 -2.330  0.180
H 0.959 -2.462 -2.114  0.199
H -0.718 -1.924 -1.815  0.202
H 1.705 -0.919 1.800  0.392
H 0.977 0.617 3.428  0.210
H -0.493 -0.148 2.772  0.180
H -0.028 1.443 2.197  0.187
H 0.478 1.711 0.042  0.397
H -2.192 0.896 0.151  0.083

Kohn-Sham gap (eV): 9.567
Energy above the lowest of the compared OMol25 structures with the same formula, charge and spin (kJ/mol): 92.7
Structure (SMILES): C/N=C(/NC)NS
Highest occupied orbital energy (eV): -8.8890

Molecular formula: C3H9N3S
Method: DFT, ωB97M-V/def2-TZVPD

Last column: natural (NBO) charge in e.
Geometry (Å):
H 0.699 -0.475 -2.235  0.342
N -0.270 -0.233 -2.111  -0.760
C -0.551 0.032 -0.883  0.582
N -1.923 0.249 -0.596  -0.786
S -2.774 -0.413 0.721  0.186
N 0.305 0.025 0.208  -0.470
C 0.301 0.984 1.315  -0.410
C 1.688 -0.468 -0.095  -0.426
H -2.454 0.109 -1.482  0.410
H -2.192 -1.623 0.809  0.090
H 1.322 1.479 1.343  0.194
H -0.424 1.781 1.181  0.223
H 0.115 0.426 2.269  0.206
H 2.183 -0.489 0.889  0.212
H 2.258 0.169 -0.812  0.194
H 1.717 -1.554 -0.521  0.212

Kohn-Sham gap (eV): 9.567
Energy above the lowest of the compared OMol25 structures with the same formula, charge and spin (kJ/mol): 119.5
Structure (SMILES): [H]/N=C(/NS)N(C)C
Highest occupied orbital energy (eV): -8.7825

Molecular formula: C3H9N3S
Method: DFT, ωB97M-V/def2-TZVPD

Last column: natural (NBO) charge in e.
Geometry (Å):
C 0.151 -2.022 0.210  -0.436
C 0.236 0.112 -0.557  0.306
C 0.994 -0.283 -1.770  -0.718
H -0.252 -2.740 1.439  0.238
H -0.020 -2.910 -0.716  0.234
H 1.378 -1.568 0.383  0.187
H -0.018 -0.153 2.320  0.101
H -0.070 -0.536 -2.801  0.236
H 1.862 -1.352 -1.604  0.281
H 1.470 0.897 -2.279  0.254
H 1.189 3.128 0.030  0.361
H 1.869 2.088 -1.010  0.333
N -0.564 -0.859 0.001  -0.614
N 0.363 1.251 -0.038  -0.315
N 0.931 2.378 -0.793  -0.638
S -1.301 -0.193 1.422  0.190

Kohn-Sham gap (eV): 9.127
Energy above the lowest of the compared OMol25 structures with the same formula, charge and spin (kJ/mol): 885.1
Highest occupied orbital energy (eV): -8.5769